# 1
ORCA calculation (ωB97M-V/def2-TZVPD) on C26H19CeN11O5 as an isolated structure.

Summary:
Spin multiplicity: 2
Total charge: +1
Highest occupied orbital energy (alpha / beta): -11.0828 / -11.0828 eV
Orbital gap (alpha / beta): 7.817 / 7.848 eV
⟨S²⟩: 0.7507

Last column: Mulliken charge in e.
Positions of all 62 atoms, in Å:
Ce 1.4486 -2.7405 0.5428  1.465
O 4.2779 -4.1712 6.0486  -0.500
C 5.1470 -3.7876 5.1445  0.404
O 6.3031 -3.5744 5.4283  -0.549
C 4.6967 -3.6728 3.7253  0.499
C 5.5964 -3.5434 2.6780  -0.563
N 4.9576 -3.4920 1.5178  -0.045
N 3.5924 -3.6348 1.6726  -0.391
C 3.5106 -3.7010 3.0196  0.069
C 2.1031 -3.7606 3.5671  0.797
O 1.9298 -3.9038 4.7437  -0.725
O 1.1564 -3.5012 2.6586  -0.584
H 3.3522 -4.0723 5.7667  0.473
H 6.6753 -3.3792 2.7809  0.495
H 5.2874 -3.3685 0.5654  0.192
C -4.4502 -1.3084 -0.5677  -0.975
N -2.9810 -1.7999 -0.6624  0.756
C -1.9291 -1.6413 0.0898  -0.271
N -0.8720 -2.1997 -0.4904  -0.010
C -1.3911 -2.7944 -1.5784  -0.426
N -2.6829 -2.5119 -1.7458  -0.796
C -4.8148 -0.2490 -1.5615  0.661
C -6.1045 -0.1678 -2.1338  -0.742
C -6.3976 0.7994 -3.1072  -0.739
C -5.3820 1.6940 -3.4599  -0.756
C -4.1178 1.6486 -2.8241  -0.040
C -3.8448 0.6416 -1.9242  -0.230
C -3.0140 2.5271 -3.2423  0.502
N -2.9341 3.5106 -4.1330  -0.482
N -1.6843 4.0917 -3.8629  -0.458
C -1.1202 3.4705 -2.8627  0.449
O -1.9316 2.4805 -2.3659  -0.198
C 0.0851 3.7782 -2.1804  0.092
C 1.1799 4.4926 -2.7526  -0.825
C 2.3348 4.5454 -2.0772  -0.597
C 2.4672 4.0484 -0.7979  -0.717
C 1.3711 3.4762 -0.1519  0.347
C 1.2414 3.1481 1.3033  -0.886
N 1.1673 1.6942 1.5954  0.821
C 1.2384 0.6845 0.8180  -0.482
N 1.0425 -0.4891 1.4459  -0.061
C 0.7757 -0.0485 2.7589  -0.480
N 0.8293 1.2151 2.8627  -1.031
C 0.2208 3.2382 -0.8839  0.138
H -4.6141 -0.8911 0.4473  0.266
H -5.0160 -2.2243 -0.7247  0.434
H -1.7921 -1.1738 1.0492  0.438
H -0.8580 -3.4112 -2.2954  0.423
H -6.8740 -0.8710 -1.8990  0.465
H -7.3662 0.8950 -3.5809  0.418
H -5.4926 2.3598 -4.3308  0.454
H -2.8895 0.5493 -1.5219  0.924
H 1.0330 4.9682 -3.7920  0.404
H 3.1722 5.1302 -2.3856  0.375
H 3.3377 4.2202 -0.2284  0.518
H 0.2488 3.4835 1.7015  0.333
H 1.9431 3.6067 1.9759  0.475
H 1.4499 0.7516 -0.2084  0.745
H 0.6590 -0.7149 3.5782  0.589
H -0.5872 2.7623 -0.4032  0.642
N 2.9974 -1.3582 -0.9340  -0.388
C 2.3128 -1.7543 -1.8153  -0.115

***

# 2
ORCA calculation (ωB97M-V/def2-TZVPD) on a 10-piece molecular cluster, C24H45Cl2F15N3O12 overall.

Summary:
Total charge: +1
Highest occupied orbital energy: -7.7941 eV
Orbital gap: 4.002 eV
ΔE to the lowest compared entry with this formula, charge and spin: 115.5 kcal per mole

Last column: Mulliken charge in e.
Positions of all 101 atoms, in Å:
N -1.2491 3.1003 -0.7669  -0.442
H -1.7044 3.4430 0.0671  0.333
H -1.5236 2.1500 -0.9710  0.269
H -0.2598 3.0238 -0.5785  0.297
H -1.3513 3.6892 -1.5810  0.402
N 3.3487 1.4995 -3.4032  -0.417
H 4.3263 1.7424 -3.4764  0.348
H 3.0093 1.5971 -2.4569  0.216
H 3.2819 0.5139 -3.6135  0.324
H 2.6838 2.0520 -3.9255  0.415
N -1.9185 -0.7938 -4.9157  -0.462
H -1.0758 -1.2822 -5.1828  0.373
H -1.8532 -0.7306 -3.9098  0.248
H -2.7333 -1.3283 -5.1814  0.362
H -1.9215 0.1444 -5.2897  0.402
O 1.8284 1.1830 -0.0673  -0.801
C 1.4104 -0.0280 0.5223  -0.260
C 0.4349 -0.9354 -0.3929  -0.258
O -0.7565 -0.4552 -1.0393  -0.906
H 0.9112 0.1850 1.4675  0.127
H 2.2751 -0.6674 0.7000  0.099
H 0.2321 -1.9201 0.0284  0.311
H 1.0772 -1.1422 -1.2489  0.021
C 5.7073 -2.8851 0.2737  -1.259
C 5.4880 -2.5360 -1.2048  -0.056
O 4.7627 -3.5548 -1.7936  -0.196
C 4.1634 -3.3826 -2.9675  0.479
O 4.1969 -2.3119 -3.6109  -0.612
C 3.4321 -4.7072 -3.4513  0.780
F 3.4714 -5.6368 -2.4678  -0.229
F 2.1597 -4.4464 -3.7517  -0.224
F 4.0600 -5.1965 -4.5486  -0.235
H 6.1694 -2.0623 0.8192  0.350
H 6.2662 -3.8199 0.3183  0.370
H 4.7937 -3.0764 0.8368  0.331
H 6.3868 -2.3686 -1.7983  0.310
H 4.9374 -1.5982 -1.2800  0.189
C 1.4136 5.6141 4.2393  -1.087
C 0.6248 4.3576 3.6355  -0.149
O -0.5062 4.1618 4.5433  -0.209
C -1.5896 3.5063 4.1083  0.364
O -1.8585 3.1668 2.9693  -0.550
C -2.6596 3.4150 5.2296  0.866
F -2.3116 4.0586 6.3310  -0.235
F -3.7854 3.9985 4.8136  -0.253
F -2.8688 2.1152 5.5386  -0.228
H 1.0775 6.5774 3.8556  0.320
H 2.4888 5.5583 4.0690  0.316
H 1.3179 5.6712 5.3236  0.328
H 1.1168 3.3849 3.6327  0.325
H 0.3143 4.5070 2.6014  0.187
C 6.4987 3.1828 2.1316  -1.213
C 6.6189 2.7865 0.6439  -0.079
O 7.7085 3.4314 -0.0334  -0.196
C 7.8255 3.2160 -1.3488  0.378
O 7.1362 2.4754 -2.0546  -0.587
C 9.0443 3.9392 -1.9678  0.890
F 8.6059 4.6391 -2.9295  -0.236
F 9.7013 4.7493 -1.1147  -0.232
F 9.8682 3.0239 -2.4976  -0.243
H 7.5161 3.1057 2.5152  0.339
H 5.8751 2.5010 2.7098  0.366
H 6.1590 4.2012 2.3202  0.312
H 5.6599 3.0460 0.1953  0.249
H 6.6239 1.7056 0.5037  0.251
C -6.6680 0.0132 -0.7546  -1.044
C -5.8814 0.4639 0.5451  -0.208
O -6.7974 1.2192 1.4145  -0.286
C -6.9417 2.5599 1.2990  0.404
O -6.4034 3.1596 0.3736  -0.578
C -8.0077 3.1308 2.1988  0.861
F -8.2816 2.2905 3.1858  -0.226
F -7.5914 4.3329 2.6866  -0.246
F -9.0470 3.3532 1.4704  -0.226
H -7.4506 -0.7052 -0.5108  0.302
H -5.9059 -0.3223 -1.4580  0.294
H -7.1076 0.8780 -1.2515  0.362
H -5.0953 1.1547 0.2402  0.225
H -5.4097 -0.3361 1.1157  0.364
C -3.2619 -5.2970 -0.9533  -1.157
C -4.1235 -4.1511 -1.5542  -0.058
O -4.8830 -4.5491 -2.6717  -0.316
C -4.4811 -4.8955 -3.9095  0.476
O -3.3685 -4.6146 -4.3411  -0.624
C -5.6006 -5.5721 -4.7455  0.837
F -6.7109 -5.7107 -4.0080  -0.224
F -5.8651 -4.8911 -5.8573  -0.238
F -5.1018 -6.7557 -5.0383  -0.231
H -3.9205 -6.1555 -0.8212  0.343
H -2.8434 -4.9791 0.0016  0.358
H -2.4757 -5.4487 -1.6929  0.309
H -3.5132 -3.2965 -1.8464  0.259
H -4.7485 -3.7918 -0.7367  0.270
Cl -3.8645 -2.6981 4.5873  -0.183
C -2.1403 -2.5319 4.2382  -0.316
C -1.3227 -3.6322 4.8914  -0.445
Cl -1.6935 -3.6933 6.6566  -0.183
H -1.7766 -1.6243 4.7199  0.245
H -1.9323 -2.4124 3.1749  0.271
H -0.2466 -3.4778 4.8128  0.321
H -1.6196 -4.5672 4.4163  0.292

***

# 3
ORCA calculation (ωB97M-V/def2-TZVPD) on C5H8N2 as an isolated structure.

Summary:
Total charge: 0
Highest occupied orbital energy (alpha / beta): -8.2504 / -8.2544 eV
Orbital gap (alpha / beta): 7.762 / 7.766 eV
ΔE to the lowest compared entry with this formula, charge and spin: 147.4 kcal per mole

Last column: natural (NBO) charge in e.
Positions of all 15 atoms, in Å:
C -0.8260 -0.2908 -0.3075  0.184
N -1.4514 -1.3669 0.2701  -0.798
C 1.1167 -0.6704 -0.0744  0.075
C -0.9610 0.8825 -1.0184  -0.256
C -0.6186 1.0767 0.4100  -0.323
C 0.7883 0.9342 0.8098  -0.362
N 1.9715 -0.7309 -1.0105  -0.603
H -2.2740 -1.1634 0.8192  0.392
H -1.5508 -2.1717 -0.3339  0.385
H 1.9398 0.0944 -1.6177  0.321
H 1.0802 -1.5087 0.6210  0.175
H -0.3558 1.2002 -1.8603  0.187
H -1.3663 1.3291 1.1552  0.207
H 0.9980 0.8507 1.8773  0.212
H 1.5093 1.5351 0.2602  0.204